{"formula": "C33H50ClPPd", "method": "ωB97M-V with the def2-TZVPD basis set", "elements": ["Pd", "P", "Cl", "C", "H", "H", "C", "C", "C", "H", "C", "H", "H", "C", "H", "H", "C", "H", "H", "C", "H", "H", "H", "H", "C", "C", "H", "C", "H", "H", "C", "H", "H", "C", "H", "H", "C", "H", "H", "H", "H", "C", "H", "C", "H", "H", "C", "H", "H", "C", "H", "H", "C", "H", "H", "H", "H", "C", "C", "H", "C", "H", "C", "H", "H", "C", "H", "H", "C", "H", "H", "H", "H", "C", "C", "C", "C", "C", "C", "C", "C", "H", "H", "H", "H", "H"], "coordinates": [[-3.8454, -0.7985, 0.5936], [0.2882, -0.8944, -0.1346], [-4.3760, -2.5152, -0.8136], [0.9806, 0.5904, 0.7438], [0.0981, 1.2290, 0.9183], [1.2646, 0.2190, 1.7441], [-1.1537, -0.5681, -1.2549], [-0.5371, -1.7806, 1.2654], [-1.2009, -1.3966, -2.5488], [-2.0438, -0.8847, -0.6461], [-2.5074, -1.1555, -3.3205], [-0.3570, -1.1198, -3.1963], [-1.1125, -2.4728, -2.3328], [-2.9177, 0.3147, -3.4251], [-2.4072, -1.5911, -4.3232], [-3.3086, -1.7113, -2.8071], [-2.8080, 1.0246, -2.0777], [-2.2575, 0.8181, -4.1444], [-3.9398, 0.3902, -3.8115], [-1.3775, 0.9050, -1.5632], [-3.1057, 2.0802, -2.1366], [-3.4796, 0.5472, -1.3300], [-0.6551, 1.2445, -2.3200], [-1.2506, 1.5102, -0.6655], [1.7147, -1.7968, -0.8691], [0.3867, -2.1788, 2.4295], [-1.2517, -1.0070, 1.6071], [-0.4374, -2.7161, 3.6086], [1.0904, -2.9541, 2.0867], [0.9948, -1.3358, 2.7790], [-1.4507, -3.7930, 3.2067], [0.2491, -3.1172, 4.3635], [-0.9678, -1.8787, 4.0825], [-2.2607, -3.4291, 1.9563], [-0.9103, -4.7273, 3.0034], [-2.1307, -3.9976, 4.0412], [-1.3398, -3.0031, 0.8153], [-2.8760, -4.2734, 1.6215], [-2.9647, -2.6013, 2.1628], [-0.6609, -3.8255, 0.5508], [-1.9659, -2.7950, -0.0611], [2.2196, -1.1880, -2.1910], [2.5085, -1.6512, -0.1114], [3.5194, -1.8669, -2.6344], [1.4633, -1.3303, -2.9730], [2.3814, -0.1063, -2.0977], [3.3561, -3.3857, -2.7693], [3.8412, -1.4378, -3.5903], [4.3032, -1.6479, -1.8975], [2.7260, -4.0356, -1.5308], [2.7288, -3.6002, -3.6443], [4.3325, -3.8458, -2.9593], [1.4769, -3.3080, -1.0100], [2.4562, -5.0751, -1.7500], [3.4679, -4.0612, -0.7220], [0.6290, -3.4907, -1.6900], [1.2004, -3.7434, -0.0394], [1.4800, 2.2282, -1.1233], [2.0592, 1.3076, 0.1471], [1.2834, 1.6858, -2.0538], [2.7716, 2.2294, 1.1401], [2.8089, 0.6312, -0.2902], [1.9433, 3.4793, 1.4188], [2.9649, 1.6934, 2.0778], [3.7433, 2.5142, 0.7177], [1.8943, 4.3727, 0.1848], [0.9167, 3.1979, 1.6981], [2.3573, 4.0336, 2.2726], [1.2148, 3.6408, -1.0028], [1.3611, 5.3049, 0.4115], [2.9156, 4.6521, -0.1060], [0.1227, 3.8110, -0.9094], [1.5115, 4.1242, -1.9520], [-2.6596, 0.5713, 1.1411], [-2.0913, 1.6357, 1.4944], [-1.6301, 2.9077, 1.9186], [-1.1520, 3.0868, 3.2346], [-0.7431, 4.3461, 3.6613], [-0.7526, 5.4267, 2.7677], [-1.2072, 5.2560, 1.4556], [-1.6533, 4.0060, 1.0280], [-1.1484, 2.2214, 3.9016], [-0.4188, 4.4851, 4.6953], [-0.4027, 6.4086, 3.0966], [-1.2351, 6.0984, 0.7590], [-2.0742, 3.8633, 0.0273]], "forces_ev_per_a": [[-0.30, 0.16, 0.23], [-0.49, 0.13, 0.85], [-0.74, -0.94, -0.28], [-2.84, -1.87, 1.14], [0.26, -0.13, 0.08], [-0.11, -0.08, -0.37], [0.08, -0.33, -0.09], [0.72, -0.24, -0.14], [0.23, -0.04, -0.27], [1.07, 0.15, -0.36], [-0.47, -0.36, 0.18], [-0.20, -0.04, 0.16], [-0.04, 0.29, -0.07], [0.06, 0.05, -0.07], [0.00, 0.07, 0.16], [0.33, 0.27, -0.26], [-0.08, 0.14, 0.02], [-0.10, 0.09, 0.04], [0.14, -0.07, -0.01], [-0.06, 0.12, -0.07], [0.04, -0.21, -0.11], [0.20, 0.31, -0.48], [-0.31, -0.02, 0.10], [0.08, 0.03, -0.24], [0.03, -0.02, 0.18], [0.05, -0.05, -0.06], [0.30, -0.19, -0.10], [-0.10, 0.11, 0.08], [-0.12, 0.09, 0.05], [-0.13, -0.20, -0.02], [-0.07, -0.12, -0.13], [-0.12, 0.07, -0.05], [0.06, -0.05, -0.13], [0.02, -0.06, 0.05], [-0.05, 0.05, 0.01], [0.15, 0.01, -0.06], [-0.22, -0.05, -0.15], [0.09, 0.15, 0.15], [0.20, -0.20, 0.06], [-0.21, 0.11, 0.13], [0.24, -0.11, 0.16], [-0.03, 0.08, -0.19], [-0.17, -0.02, -0.11], [-0.04, -0.12, 0.17], [0.21, -0.01, 0.20], [-0.06, -0.31, -0.05], [-0.14, 0.00, -0.07], [0.00, -0.06, 0.17], [-0.03, 0.00, -0.07], [0.07, 0.18, 0.11], [0.04, 0.05, 0.07], [-0.16, 0.04, -0.03], [-0.13, -0.24, -0.11], [0.11, 0.14, 0.06], [-0.04, 0.00, -0.07], [0.24, 0.08, 0.16], [0.12, 0.15, -0.32], [1.79, -3.02, 1.80], [1.55, 3.13, -3.74], [0.13, 0.35, 0.39], [-0.06, 0.09, 0.02], [-0.12, 0.13, 0.18], [-0.05, 0.23, 0.13], [0.01, -0.06, -0.13], [-0.10, 0.01, 0.10], [-0.01, -0.21, -0.26], [0.28, 0.07, 0.01], [-0.08, -0.13, -0.18], [-0.27, 1.61, -0.03], [0.05, -0.25, -0.14], [-0.07, -0.06, 0.07], [0.19, -0.02, -0.07], [-0.23, 0.03, 0.25], [-0.66, -0.13, 0.64], [1.03, 3.67, 1.45], [-1.36, -4.17, -1.54], [0.87, 1.18, 2.25], [-0.30, -1.70, 0.18], [0.45, 1.06, 0.42], [-0.77, -1.28, -1.29], [0.09, 2.59, -0.80], [0.02, 0.37, -0.10], [-0.06, -0.04, -0.35], [-0.14, -0.34, -0.10], [0.01, -0.25, 0.26], [0.21, 0.12, 0.35]], "total_energy_ha": -2216.6296, "molar_mass_da": 619.61, "s_squared": 6.03, "orbital_gap_ev": [4.533, 6.028], "homo_ev": [-4.20, -8.15], "multiplicity": 5}